[1]
DFT (wB97M-V/def2-TZVPD) results for a structure of composition C37H48N3O8P3Se2Ti at a distorted geometry.

The geometry in XYZ format:
```
102
Properties=species:S:1:pos:R:3:forces:R:3
Ti 0.215900 0.141200 0.251100 -1.9 1.9 0.0
O 1.331400 -0.085700 3.769000 -0.4 0.4 -0.2
C 0.647500 0.457200 2.934200 0.7 0.7 1.3
N -0.231800 -0.175100 2.076600 0.1 -0.6 0.1
C -1.047300 -1.178000 2.519600 -0.9 -1.1 0.3
O -1.311600 -1.452000 3.662400 0.2 0.1 -0.4
C -1.638300 -1.902300 1.336700 -0.4 -0.3 0.3
C -2.679100 -2.808100 1.483500 0.3 0.3 0.0
C -3.150700 -3.461200 0.354800 0.2 0.1 -0.1
C -2.533900 -3.197900 -0.859300 0.0 0.1 0.2
C -1.501300 -2.274300 -0.919700 0.1 -0.2 -0.5
N -1.061600 -1.622600 0.156200 -0.1 -0.2 0.8
C 0.685200 1.919000 2.625500 0.2 0.5 0.4
C 1.062800 2.884500 3.547400 -0.2 -0.4 -0.2
C 1.011900 4.214100 3.154000 0.0 -0.1 -0.2
C 0.576500 4.512700 1.872400 0.0 -0.2 0.2
C 0.212300 3.478600 1.020300 -0.1 0.1 -0.3
N 0.281000 2.204000 1.381600 0.1 -0.4 0.4
H -3.088200 -2.976000 2.467700 0.0 0.0 0.1
H -3.970700 -4.160100 0.420300 -0.1 -0.1 0.0
H -2.861700 -3.687700 -1.761100 0.0 0.0 -0.2
H -1.029300 -2.039600 -1.867500 -0.1 0.1 0.1
H 1.353500 2.592400 4.544800 0.1 -0.1 0.0
H 1.301700 4.996500 3.837400 0.0 0.1 0.1
H 0.507000 5.532700 1.535300 0.0 0.1 -0.1
H -0.155600 3.678100 0.019600 0.1 0.0 0.1
C 1.056400 -3.666000 2.327300 0.1 0.3 -0.1
C 2.211600 -2.685800 2.474800 -0.1 -0.5 0.8
C 3.513600 -3.433700 2.661600 -0.1 0.3 -0.3
O 2.202400 -1.834700 1.253800 0.9 0.7 -0.3
P 3.035500 -0.569200 0.813200 1.5 -1.3 0.5
O 2.116400 0.595500 0.643100 -0.2 0.5 0.1
C 3.625500 -1.032700 -0.854400 -1.0 0.3 0.3
P 2.066100 -1.406400 -1.765900 0.9 -1.2 -1.3
O 0.963200 -0.473700 -1.339700 0.5 -0.5 -0.7
O 2.321800 -1.474500 -3.292900 -0.2 0.0 1.1
C 3.210200 -0.777600 -4.211700 0.4 0.4 -0.7
C 2.891900 -1.354800 -5.579300 0.0 0.0 0.4
C 2.995100 0.718800 -4.141300 -0.1 -0.4 0.1
O 1.608400 -2.845700 -1.388500 0.1 0.4 0.1
C 2.032500 -4.005900 -2.174200 0.1 -0.8 -0.3
C 2.282600 -5.150500 -1.211400 0.0 0.4 -0.1
C 0.962600 -4.313900 -3.205500 0.2 0.3 0.1
O 4.165800 -0.109200 1.765800 -0.6 -0.2 -0.4
C 5.527600 -0.594400 1.991900 0.8 -0.1 0.3
C 6.521700 0.277600 1.248300 -0.4 -0.1 0.0
C 5.752200 -0.529300 3.492400 -0.2 -0.1 -0.3
H 0.619600 -3.868300 3.301900 0.0 0.0 0.1
H 1.391300 -4.599500 1.881900 0.0 -0.1 0.0
H 0.289900 -3.245800 1.684800 -0.1 -0.1 0.0
H 2.042600 -2.005500 3.314200 0.0 -0.1 -0.3
H 3.687100 -4.151700 1.862800 0.0 -0.1 -0.1
H 3.446600 -3.978500 3.601100 0.0 -0.1 0.0
H 4.361200 -2.765600 2.731800 0.2 0.1 0.1
H 4.288400 -1.896600 -0.868600 -0.1 -0.1 0.0
H 4.134900 -0.168100 -1.279200 0.0 0.1 -0.1
H 4.236500 -1.037900 -3.926100 -0.1 0.0 0.1
H 1.890400 -1.061100 -5.882900 -0.1 0.1 0.0
H 2.943800 -2.439900 -5.554500 0.1 -0.1 0.0
H 3.611300 -0.989900 -6.304700 0.1 0.1 -0.1
H 1.987800 0.952400 -4.473200 -0.1 0.1 0.0
H 3.706400 1.219800 -4.790900 0.1 0.1 0.0
H 3.128300 1.085700 -3.124200 0.0 0.1 0.0
H 2.962400 -3.736600 -2.681900 0.0 -0.1 0.0
H 1.388600 -5.363600 -0.632300 -0.1 0.0 0.1
H 3.100400 -4.916500 -0.534300 0.1 0.0 0.1
H 2.555300 -6.036400 -1.777500 0.0 -0.1 0.0
H 0.029200 -4.580100 -2.718100 -0.1 -0.1 0.1
H 1.286800 -5.145600 -3.825200 0.0 -0.1 0.0
H 0.789900 -3.449200 -3.842900 0.0 0.0 -0.1
H 5.596700 -1.619600 1.611900 -0.1 0.1 0.1
H 6.422900 1.313700 1.556200 0.0 0.1 0.0
H 6.397100 0.203600 0.172100 0.0 0.0 -0.2
H 7.524100 -0.059400 1.496200 0.1 0.0 0.0
H 5.723400 0.507400 3.814600 0.0 0.1 0.0
H 6.723000 -0.947000 3.742300 0.1 0.0 0.0
H 4.981400 -1.069500 4.035000 0.0 -0.1 0.1
Se -1.825800 1.182000 -0.556100 -0.1 0.4 -0.9
P -1.387300 1.375500 -2.816400 0.1 0.3 -0.1
Se -0.738300 -0.306900 -3.908500 -0.4 0.1 -0.2
C -2.888300 2.166300 -3.468800 0.3 -0.3 0.4
C -3.389500 3.289000 -2.816100 0.0 -0.1 0.1
C -4.468700 3.962100 -3.353400 0.0 0.1 0.1
C -5.051600 3.513300 -4.530700 0.1 0.0 0.0
C -4.573900 2.371400 -5.154000 -0.1 0.1 0.0
C -3.485100 1.694500 -4.629500 0.1 -0.1 0.0
C -0.105000 2.680900 -2.878500 -0.2 -0.3 0.1
C 1.005300 2.632100 -2.045100 -0.1 -0.1 0.1
C 2.025000 3.558500 -2.192200 0.0 -0.2 0.2
C 1.930500 4.540500 -3.166900 0.0 0.0 0.0
C 0.821100 4.591000 -3.996700 0.1 0.0 0.0
C -0.191900 3.658600 -3.862200 -0.1 -0.1 0.1
H -2.934400 3.610400 -1.887500 0.0 0.2 0.0
H -4.858000 4.836600 -2.855500 0.0 0.1 0.0
H -5.877100 4.060800 -4.959900 -0.1 0.0 0.0
H -5.048100 2.007300 -6.051600 0.0 0.0 -0.1
H -3.097700 0.807500 -5.113500 0.0 0.0 0.0
H 1.068600 1.860200 -1.268400 0.1 0.5 -0.4
H 2.891300 3.512200 -1.543400 0.0 0.1 0.0
H 2.725600 5.261600 -3.277100 0.0 0.1 0.0
H 0.745400 5.358300 -4.749500 0.0 0.1 -0.1
H -1.054100 3.687300 -4.510000 -0.1 0.1 -0.1
```
Forces are in eV/Å.

Values from the calculation:
Net charge: +2
LUMO: -6.20 eV
HOMO energy: -0.4673 Ha
F_max: 2.71 eV Å⁻¹
Orbital gap: 6.5203 eV
Relative energy (zero: lowest compared OMol25 entry of this formula, charge and spin): 31.54 kcal per mole

[2]
DFT (wB97M-V/def2-TZVPD) results for a cluster of 8 separate species, C37H49B2FIN8O4 in total at a distorted geometry.

The geometry in XYZ format:
```
102
Properties=species:S:1:pos:R:3:forces:R:3
C -2.704701 1.692244 2.937651 0.1 0.2 -0.1
C -2.931874 0.848068 1.929454 -0.3 -0.4 0.2
C -2.522706 -0.597022 1.937504 -0.4 0.0 0.1
B -1.792653 -1.126499 0.537255 -0.3 0.4 0.6
C -1.006505 0.196251 -0.177219 0.3 0.0 -0.3
C -0.066799 -0.228099 -1.232390 -0.3 0.0 0.0
O -0.293302 -0.579956 -2.343467 -0.1 0.1 -0.1
I 2.061323 -0.189986 -0.642300 0.0 0.0 0.6
B -0.702007 -2.429655 0.860128 0.0 0.1 -0.1
O -0.233824 -2.601305 2.174288 0.8 -0.1 -0.1
C -0.137683 -3.473017 -0.183718 0.0 -0.4 0.3
C 1.205741 -4.105148 0.203683 0.1 0.0 -0.1
C -2.906810 -1.566799 -0.542706 0.5 -0.1 0.2
O -2.712757 -2.284596 -1.481614 -0.2 0.0 -0.5
N -4.298261 -0.947335 -0.468834 0.3 -0.5 -0.3
C -5.256567 -1.844036 -0.088060 -0.2 0.4 0.0
O -5.185182 -2.973247 0.247247 0.1 -0.1 0.4
F -6.487679 -1.210332 -0.068949 0.0 -0.1 -0.2
H -2.647997 1.343608 3.965096 0.9 -0.1 -0.1
H -2.548850 2.754289 2.775275 -1.0 0.1 0.2
H -3.475409 1.194011 1.050347 0.8 0.3 -0.4
H -3.378303 -1.264545 2.122820 0.0 0.0 0.0
H -1.851148 -0.728040 2.793027 -0.1 -0.1 0.0
H -0.477810 0.739734 0.604165 0.0 0.0 0.0
H -1.711340 0.868339 -0.681371 -0.1 0.0 0.2
H 0.068266 -1.754054 2.517769 -0.5 0.2 0.1
H -0.877707 -4.284584 -0.265519 -0.1 0.1 -0.1
H -0.092229 -3.029381 -1.181253 -0.1 0.0 0.0
H 1.102711 -4.721054 1.099372 0.0 0.1 0.0
H 1.600285 -4.741949 -0.593048 0.0 0.0 0.0
H 1.963024 -3.345796 0.414217 0.0 0.0 0.0
H -4.491788 -0.597515 -1.404537 -0.3 0.3 0.2
N -6.783002 0.859552 2.216616 0.0 0.0 0.0
C -7.403927 0.912788 3.431756 0.0 0.0 0.0
C -7.398031 2.217917 3.851458 0.0 0.0 0.0
C -6.744693 2.979970 2.843915 0.0 0.0 0.0
C -6.378629 2.108577 1.851400 0.0 0.1 0.0
H -6.638516 0.027831 1.671959 0.0 0.0 0.0
H -7.794964 0.022717 3.894034 0.0 0.0 0.0
H -7.811631 2.584427 4.776365 0.0 0.0 0.0
H -6.560493 4.041388 2.850331 0.0 0.0 0.0
H -5.862945 2.272915 0.921004 0.0 0.0 0.0
N -1.383498 -3.447883 -4.943351 0.3 0.2 -0.1
C -2.495842 -3.775147 -4.236134 0.2 0.2 -0.1
C -3.011799 -4.919548 -4.787275 0.1 0.0 -0.1
C -2.155793 -5.283379 -5.873721 0.0 0.0 0.1
C -1.149446 -4.349846 -5.935985 -0.2 -0.1 0.0
H -0.812697 -2.649444 -4.734858 0.0 0.0 0.1
H -2.727859 -3.118109 -3.420451 -0.5 -0.3 0.2
H -3.892453 -5.440299 -4.450650 0.0 0.0 0.0
H -2.262621 -6.135940 -6.524228 0.0 0.0 0.0
H -0.293061 -4.235612 -6.578316 0.0 -0.2 -0.1
N -0.051490 3.832046 2.946291 0.1 0.1 0.0
C 0.071090 4.944347 3.732448 -0.1 0.0 0.0
C 0.786191 4.591960 4.846481 0.0 0.0 0.0
C 1.108137 3.210265 4.723227 0.0 0.0 0.0
C 0.577113 2.774324 3.538800 0.0 -0.1 0.0
H -0.532013 3.790801 2.065806 0.0 0.0 0.0
H -0.357405 5.885730 3.433989 0.0 0.0 0.0
H 1.050365 5.249426 5.658087 0.0 0.0 0.0
H 1.664923 2.607544 5.421474 0.0 0.0 0.0
H 0.589573 1.806042 3.068121 0.0 0.0 0.0
N 1.360694 8.397461 -0.350814 0.0 0.0 0.0
C 2.118577 7.611930 0.476422 0.0 0.0 0.0
C 1.298596 6.662284 1.022394 0.0 0.0 0.0
C -0.006339 6.882689 0.500251 0.0 0.0 0.0
C 0.065051 7.959019 -0.343149 0.0 0.0 0.0
H 1.702972 9.176268 -0.881460 0.0 0.0 0.0
H 3.171479 7.794032 0.605668 0.0 0.0 0.0
H 1.597782 5.893737 1.714881 0.0 0.0 0.0
H -0.897590 6.316201 0.716468 0.0 0.0 0.0
H -0.691152 8.444836 -0.935406 0.0 0.0 0.0
N 0.718396 -2.284693 5.139452 0.0 0.1 0.0
C 0.696468 -1.147640 5.897001 0.0 0.0 0.0
C 1.589341 -1.309466 6.924625 0.0 0.0 0.0
C 2.172857 -2.598187 6.775870 0.0 0.0 0.0
C 1.613692 -3.171484 5.663040 0.0 0.0 0.0
H 0.159418 -2.446071 4.318117 0.0 -0.2 0.0
H 0.050980 -0.322840 5.643438 0.0 0.0 0.0
H 1.800487 -0.586149 7.694695 0.0 0.0 0.0
H 2.917019 -3.050281 7.410456 0.0 0.0 0.0
H 1.776999 -4.129560 5.200579 0.0 0.0 0.0
N 1.929890 -1.397378 -4.138650 0.1 0.0 -0.1
C 3.219830 -1.032149 -3.890151 0.1 0.0 -0.2
C 4.003235 -1.540785 -4.894362 0.0 0.0 -0.1
C 3.147039 -2.244561 -5.785887 0.1 0.0 -0.1
C 1.874406 -2.134213 -5.291748 0.0 0.2 0.3
H 1.143908 -1.160725 -3.549122 0.0 0.0 0.1
H 3.470719 -0.446106 -3.022755 0.0 -0.1 -0.2
H 5.071066 -1.422954 -4.966015 0.0 0.0 0.0
H 3.430316 -2.770978 -6.682618 0.0 0.0 0.0
H 0.938285 -2.514595 -5.656024 0.1 0.0 -0.1
N 7.727808 -1.098092 -5.558159 0.0 0.0 0.0
C 8.548144 -2.110955 -5.144953 0.0 0.0 0.0
C 9.474780 -1.576673 -4.290142 0.0 0.0 0.0
C 9.198481 -0.185642 -4.182235 0.0 0.0 0.0
C 8.113825 0.077127 -4.975574 0.0 0.0 0.0
H 6.957375 -1.200778 -6.192943 0.0 0.0 0.0
H 8.402364 -3.119983 -5.489914 0.0 0.0 0.0
H 10.260519 -2.121381 -3.794108 0.0 0.0 0.0
H 9.732684 0.536672 -3.588083 0.0 0.0 0.0
H 7.585558 0.994102 -5.171991 0.0 0.0 0.0
```
Forces are in eV/Å.

Values from the calculation:
Net charge: -1
LUMO: 2.03 eV
HOMO energy: -0.2224 Ha
F_max: 1.05 eV Å⁻¹
Orbital gap: 8.0858 eV